# 1
Density functional theory data (ωB97M-V/def2-TZVPD) for the molecule C10H21N2OP at a distorted geometry.

Properties
Orbital gap ... 0.306 hartree
SMILES string ... CC(C)(C)N1C=CN(C(C)(C)C)P1O

Structure (ORCA input):
```
! RIJCOSX wB97M-V def2-TZVPD def2/J DEFGRID3
* xyz 0 1
C 0.4427 -2.4329 0.9068
C -0.9677 -2.0084 1.1034
C -1.2147 -1.7685 2.6032
C -1.9821 -3.0580 0.6749
N -1.2077 -0.6862 0.3770
C -1.2437 -0.7881 -1.0841
C -0.6361 0.3099 -1.5932
N -0.0771 1.2559 -0.7044
C 1.1951 1.9213 -1.0705
C 1.2257 2.5863 -2.4991
C 1.3969 3.0798 -0.0080
C 2.4090 0.9999 -0.8921
P -0.3974 0.5884 1.0769
O -1.6809 1.5924 1.3536
H 0.4572 -3.3862 0.3756
H 1.1423 -1.8558 0.3485
H 0.8728 -2.6311 1.8638
H -2.1975 -1.3739 2.6343
H -0.5480 -0.9989 2.9656
H -1.2106 -2.5710 3.3171
H -3.0287 -2.8056 0.7376
H -1.7925 -3.1085 -0.4293
H -1.7091 -3.9913 1.2623
H -1.9349 -1.4460 -1.6153
H -0.6786 0.5074 -2.7213
H 1.4059 1.8299 -3.1902
H 0.1677 2.9682 -2.5457
H 1.9406 3.3233 -2.5209
H 2.1670 3.7233 -0.2667
H 1.4934 2.6589 1.0229
H 0.4344 3.7413 0.0646
H 2.3999 0.6792 0.1141
H 2.4932 0.0849 -1.4988
H 3.3212 1.6462 -1.0415
H -2.4575 1.4139 0.8786
*
```


# 2
Density functional theory data (ωB97M-V/def2-TZVPD) for the molecule C5H8S at a distorted geometry.

Properties
Orbital gap ... 0.347 hartree
SMILES string ... C1C[C@@H]2C[C@H]2S1

Structure (ORCA input):
```
! RIJCOSX wB97M-V def2-TZVPD def2/J DEFGRID3
* xyz 0 1
C 1.3817 0.8188 -0.0289
C -0.0156 1.6050 0.1347
C -0.9697 0.5839 -0.3222
C -2.0189 -0.4340 -0.0829
C -0.6363 -0.6708 0.4313
S 1.0196 -1.0554 -0.0728
H 1.9319 1.1218 -0.9238
H 2.1102 0.9299 0.8025
H -0.0347 2.3995 -0.5245
H -0.2407 2.0082 1.1874
H -0.7196 0.5121 -1.3533
H -2.7873 -0.2026 0.6379
H -2.4018 -0.8954 -0.9592
H -0.6191 -0.4040 1.5059
*
```


How do the records compare in LUMO? In the order shown, they have 0.829 1.092 eV.
How do the records compare in total energy? In the order shown, they have -25026.2595 -16146.7852 eV.
How do the records compare in relative energy (zero: lowest compared OMol25 entry of this formula, charge and spin)? In the order shown, they have 0.0 275.2 kJ/mol.